1.
{"formula": "C22H48N2O3S", "method": "ωB97M-V/def2-TZVPD", "gap_ev": [7.4, 7.5], "e_tot_ha": -1599.86946, "total_charge": 1, "multiplicity": 2, "homo_energy_ev": [-9.9, -10.0], "symbols": ["C", "C", "S", "C", "C", "C", "O", "C", "C", "C", "C", "C", "N", "O", "C", "C", "C", "C", "H", "H", "H", "H", "H", "H", "H", "H", "H", "H", "H", "H", "H", "H", "H", "H", "H", "H", "H", "H", "H", "H", "H", "H", "H", "H", "H", "H", "C", "C", "N", "C", "C", "C", "C", "C", "O", "C", "H", "H", "H", "H", "H", "H", "H", "H", "H", "H", "H", "H", "H", "H", "H", "H", "H", "H", "H", "H"], "coordinates": [[5.696048, 2.107558, 4.007119], [4.046052, 2.239037, 4.175207], [3.236621, 0.839340, 3.175913], [1.510343, 1.339191, 2.649482], [1.275082, 1.327526, 1.008549], [-0.380115, 1.474367, 0.813337], [-0.919565, 2.553195, 1.666190], [-2.320742, 2.287671, 2.054809], [1.683764, -0.078723, 0.278472], [3.190256, -0.136723, -0.354650], [3.079859, -0.586385, -1.940851], [3.947083, -1.424703, 0.400788], [4.065032, 1.058669, -0.090777], [5.277765, 0.913361, -0.652495], [3.416809, 2.381868, -0.395607], [3.392896, 2.790276, -1.999664], [4.394064, 3.537131, 0.320467], [1.926799, 2.614932, 0.235935], [6.058450, 2.468664, 2.932783], [6.258744, 2.713684, 4.837254], [6.052040, 0.974376, 4.087549], [3.734042, 2.062552, 5.308905], [3.676747, 3.276265, 3.777473], [1.256923, 2.412172, 3.102365], [0.744612, 0.541291, 3.081811], [-0.640231, 1.782500, -0.310164], [-0.854115, 0.428141, 1.102075], [-3.057283, 2.647904, 1.207071], [-2.585780, 2.898521, 3.040927], [-2.524895, 1.156796, 2.323468], [0.922290, -0.311836, -0.607950], [1.510739, -0.955453, 1.069833], [4.178246, -0.782934, -2.334654], [2.490732, 0.180622, -2.603588], [2.498373, -1.625953, -1.983140], [4.735554, -1.831599, -0.396973], [3.193195, -2.311700, 0.613863], [4.508210, -1.057713, 1.360626], [2.296445, 2.940671, -2.421239], [3.948334, 3.822521, -2.207626], [3.909242, 1.996629, -2.689769], [4.213726, 3.524527, 1.477636], [5.520356, 3.430188, 0.004391], [4.025627, 4.569782, -0.140571], [1.143451, 3.011606, -0.572498], [1.986667, 3.492368, 1.043251], [-4.617799, 0.069960, -1.560403], [-4.930075, -1.401150, -1.788496], [-3.753200, -2.242812, -2.342555], [-3.450436, -1.731954, -3.776179], [-4.200837, -3.714505, -2.542332], [-4.504740, -4.505183, -1.282661], [-2.417024, -2.096696, -1.550921], [-2.438062, -2.393746, -0.040970], [-3.277913, -1.487652, 0.659301], [-4.104080, -2.079492, 1.652831], [-4.370039, 0.588988, -2.495022], [-5.509673, 0.565090, -1.154182], [-3.804665, 0.241853, -0.858311], [-5.741282, -1.485700, -2.524279], [-5.282350, -1.872829, -0.875142], [-4.363476, -1.815080, -4.374441], [-2.658579, -2.356200, -4.202000], [-3.114552, -0.694644, -3.723846], [-3.410807, -4.219198, -3.108110], [-5.102210, -3.679256, -3.166022], [-3.589950, -4.889468, -0.825788], [-5.089119, -5.394238, -1.546326], [-5.080815, -3.952379, -0.539233], [-2.090921, -1.065904, -1.704382], [-1.698833, -2.762160, -2.047289], [-1.420784, -2.241111, 0.340156], [-2.677368, -3.434187, 0.172440], [-3.794263, -3.091382, 1.931424], [-5.128759, -2.108085, 1.275182], [-4.095885, -1.443058, 2.542219]], "atomic_forces_ev_per_a": [[0.0, -0.5, -0.5], [0.5, 0.3, 0.7], [-0.1, 0.8, 0.1], [-1.1, 0.4, -0.3], [-1.3, 0.7, -0.4], [0.4, -0.1, -0.1], [-1.2, -2.2, -0.1], [-0.7, 0.4, 0.6], [-0.6, 0.2, 0.4], [-0.4, -3.3, 0.7], [0.2, -0.4, 0.3], [0.6, 0.0, -1.3], [0.1, -0.4, -3.2], [-2.6, 0.4, 1.6], [0.7, 3.3, 0.1], [0.0, 0.1, -1.1], [-0.7, 0.4, -0.8], [-0.4, 0.3, 1.0], [-1.0, -0.7, 2.4], [-1.2, -1.1, -1.6], [-1.0, 2.4, 0.0], [0.7, 0.7, -2.5], [0.7, -2.0, 0.9], [0.4, -2.4, -1.1], [1.6, 1.7, -0.7], [0.6, -1.0, 2.2], [0.7, 2.0, -0.6], [1.4, -0.8, 1.6], [0.8, -1.1, -2.2], [0.6, 2.1, -0.7], [1.5, 0.7, 1.8], [0.6, 1.9, -1.7], [-2.4, 0.6, 0.7], [1.2, -1.4, 1.3], [1.2, 2.2, 0.2], [-1.5, 0.8, 2.0], [1.5, 2.0, -0.3], [-1.3, -0.8, -1.9], [2.2, -0.4, 1.0], [-1.1, -2.3, 0.7], [-0.9, 1.5, 1.5], [0.6, 0.0, -2.2], [-2.3, -0.1, 0.8], [0.7, -2.1, 1.3], [2.0, -1.0, 1.6], [-0.1, -1.9, -1.8], [0.2, 0.3, -0.3], [0.2, -0.1, -0.1], [0.2, 0.1, -0.8], [-0.1, -0.3, 0.8], [-0.1, 0.4, 0.2], [0.2, -0.3, 0.2], [-0.6, -0.2, 0.1], [0.0, 0.4, 0.0], [0.2, -0.6, -0.2], [-0.3, 0.3, 0.2], [-0.2, -0.1, 0.2], [0.2, -0.2, -0.1], [-0.1, -0.2, 0.1], [0.3, -0.2, 0.0], [0.2, 0.0, 0.0], [0.2, 0.0, 0.2], [-0.2, 0.1, 0.1], [-0.1, -0.2, 0.0], [-0.1, 0.3, 0.0], [0.3, 0.3, 0.0], [-0.2, 0.1, 0.0], [0.0, 0.3, -0.1], [0.1, 0.0, -0.1], [-0.1, -0.1, 0.0], [-0.2, 0.1, 0.1], [0.1, 0.0, -0.4], [-0.2, 0.1, 0.0], [0.1, 0.2, -0.1], [-0.1, -0.1, 0.1], [0.1, -0.1, -0.1]]}


2.
{"formula": "C5H9NO", "method": "ωB97M-V/def2-TZVPD", "gap_ev": 7.1, "e_tot_ha": -325.72683, "smiles": "C=NCCCC=O", "homo_energy_ev": -7.9, "relative_energy_ev": 5.7341, "symbols": ["O", "C", "C", "C", "C", "C", "N", "H", "H", "H", "H", "H", "H", "H", "H", "H"], "coordinates": [[-1.530341, 1.179854, -2.005287], [-0.479587, 0.488801, -2.141020], [-0.144046, -0.684651, -1.102705], [1.212035, -0.375128, -0.342625], [0.904439, 0.388803, 0.987821], [-0.047951, -0.616091, 2.903364], [-0.277303, -0.258548, 1.620650], [0.261354, 0.498915, -2.995383], [-1.002644, -0.882998, -0.414027], [0.063345, -1.608837, -1.685024], [1.639937, -1.275147, 0.020030], [1.956927, 0.067264, -1.110302], [0.590594, 1.413957, 0.581302], [1.866509, 0.599157, 1.589378], [0.377205, -1.570458, 3.049481], [-0.238721, -0.081253, 3.833271]], "atomic_forces_ev_per_a": [[4.3, -2.1, -1.1], [-3.4, -0.3, 2.1], [0.6, 0.9, -0.8], [-0.6, 0.5, -0.5], [0.2, 2.2, -3.1], [-1.1, 1.0, -4.8], [2.4, 0.4, 5.8], [-0.8, 0.7, 0.4], [0.8, 0.4, -0.6], [-0.3, 0.6, 0.0], [0.4, -1.3, -0.2], [-1.0, -0.2, 1.6], [0.2, -0.9, 1.1], [-1.7, -0.8, -0.5], [0.8, -1.5, 0.6], [-0.8, 0.5, 0.0]]}


3.
{"formula": "C6H9I", "method": "ωB97M-V/def2-TZVPD", "gap_ev": 9.0, "e_tot_ha": -531.61623, "smiles": "C[C@H]1[C@@]2(C)C[C@]12I", "homo_energy_ev": -8.4, "relative_energy_ev": 1.0194, "symbols": ["C", "C", "C", "C", "C", "C", "I", "H", "H", "H", "H", "H", "H", "H", "H", "H"], "coordinates": [[0.266600, 0.492609, -1.386159], [0.090095, -0.840277, 0.573575], [-0.271122, 0.498977, 0.017684], [-0.723903, -0.535214, -0.978721], [1.459465, -1.436536, 0.584136], [-0.932062, 1.640229, 0.717520], [-2.611111, -1.086505, -1.670060], [-0.103209, 1.284334, -2.027296], [1.282782, 0.199186, -1.624573], [-0.609785, -1.244282, 1.294231], [2.109964, -0.998500, -0.168713], [1.415563, -2.512593, 0.429640], [1.915809, -1.253826, 1.557560], [-1.701269, 1.277688, 1.399485], [-1.393506, 2.308688, -0.005940], [-0.194309, 2.206023, 1.287631]], "atomic_forces_ev_per_a": [[0.0, -0.1, -0.2], [-1.6, 0.6, -3.2], [0.0, -0.5, -0.1], [1.2, -0.4, 3.1], [0.0, 0.0, 0.1], [0.0, -0.1, -0.1], [0.4, 0.2, 0.2], [-0.1, 0.1, 0.0], [0.1, 0.0, 0.0], [-0.1, 0.1, 0.1], [0.0, 0.0, 0.0], [0.0, -0.1, 0.0], [0.1, 0.0, 0.1], [0.0, 0.0, 0.0], [-0.1, 0.1, 0.0], [0.0, 0.0, 0.0]]}


4.
{"formula": "C21H20BrF24N2O5S", "method": "ωB97M-V/def2-TZVPD", "gap_ev": 6.8, "e_tot_ha": -6667.00702, "total_charge": -1, "homo_energy_ev": -5.1, "symbols": ["C", "C", "Br", "C", "N", "C", "N", "C", "S", "C", "O", "O", "H", "H", "H", "H", "H", "H", "H", "H", "C", "C", "C", "F", "F", "F", "F", "O", "C", "C", "F", "F", "F", "F", "H", "H", "H", "H", "C", "C", "C", "F", "F", "F", "F", "O", "C", "C", "F", "F", "F", "F", "H", "H", "H", "H", "C", "C", "C", "F", "F", "F", "F", "O", "C", "C", "F", "F", "F", "F", "H", "H", "H", "H"], "coordinates": [[-1.828854, -1.037474, -1.387936], [-1.455260, -1.449886, -2.795606], [0.009982, -2.767361, -2.712015], [-2.616519, -2.009790, -3.645382], [-3.674686, -2.657159, -2.889273], [-4.762860, -1.803506, -2.533434], [-5.381146, -1.079092, -3.740909], [-6.333180, -0.383467, -3.467527], [-7.582045, 0.529119, -3.232704], [-5.850536, -2.729416, -1.920527], [-6.205916, -3.718153, -2.600868], [-6.298271, -2.388686, -0.813767], [-2.486685, -0.174512, -1.395891], [-0.937286, -0.847108, -0.803126], [-2.381569, -1.855322, -0.930534], [-1.048867, -0.597264, -3.324727], [-2.958155, -1.210591, -4.312575], [-2.182702, -2.768558, -4.288974], [-4.043406, -3.419570, -3.445423], [-4.491149, -1.120094, -1.742338], [3.166026, 3.169277, -4.242636], [1.883825, 2.990620, -5.080138], [0.565574, 3.490064, -4.482505], [0.245498, 2.839060, -3.350134], [-0.432212, 3.271540, -5.370224], [1.769907, 1.698765, -5.448930], [2.075225, 3.711165, -6.223979], [3.650062, 2.048201, -3.514021], [3.202668, 1.773754, -2.237762], [2.492927, 0.421730, -2.156983], [1.424603, 0.396157, -2.968407], [2.064150, 0.216212, -0.890288], [2.448760, 2.778788, -1.758145], [4.303203, 1.708632, -1.448004], [3.950979, 3.355199, -4.974393], [3.128430, 4.066347, -3.625116], [0.613661, 4.563357, -4.276162], [3.167777, -0.388616, -2.441188], [-6.115114, -3.479751, 4.799373], [-4.715182, -2.899760, 5.087951], [-4.634864, -1.612368, 5.912508], [-5.231910, -0.575437, 5.303768], [-3.330560, -1.276671, 6.090035], [-4.041042, -2.755883, 3.933338], [-4.050857, -3.850148, 5.816649], [-6.702871, -3.231584, 3.535847], [-7.450983, -2.090117, 3.299726], [-6.830834, -1.216606, 2.210275], [-5.589068, -0.816804, 2.568950], [-7.586158, -0.100488, 2.045108], [-7.672024, -1.409802, 4.450395], [-8.658298, -2.503248, 2.864469], [-5.970546, -4.559709, 4.803649], [-6.810992, -3.277329, 5.614492], [-5.087604, -1.754744, 6.898288], [-6.765313, -1.754543, 1.259263], [7.958254, 0.928216, 3.411551], [9.017295, 0.591372, 2.342703], [9.952624, 1.714805, 1.888312], [9.286010, 2.724963, 1.301477], [10.824788, 1.224218, 0.974248], [8.413390, 0.027169, 1.277263], [9.821089, -0.365391, 2.891688], [6.627630, 1.181473, 2.982624], [6.220552, 2.445627, 2.601246], [5.774457, 2.476995, 1.138447], [6.781190, 2.112468, 0.320737], [5.406207, 3.734760, 0.800793], [7.165755, 3.368262, 2.866846], [5.149687, 2.756786, 3.361477], [7.864937, 0.019153, 4.004131], [8.310076, 1.691035, 4.106004], [10.525777, 2.108556, 2.732563], [4.932551, 1.802145, 0.976356]], "atomic_forces_ev_per_a": [[0.0, -0.7, 0.0], [-0.6, 0.3, -0.1], [0.1, 0.0, 0.1], [0.6, -0.4, 0.2], [0.4, 0.8, -0.8], [-0.2, -1.5, 0.0], [-0.3, 0.5, 1.5], [0.6, -0.4, -1.0], [-0.3, 0.3, 0.1], [-1.1, -1.0, -0.4], [0.7, 0.5, -0.2], [0.1, 0.7, 0.7], [0.0, 0.3, -0.1], [0.1, 0.3, 0.1], [0.0, 0.0, 0.2], [0.4, 0.0, -0.1], [-0.3, 0.1, 0.2], [0.0, 0.0, -0.2], [-0.3, -0.2, 0.3], [0.1, 0.6, -0.3], [0.6, 0.3, 0.0], [0.3, -0.7, 0.1], [-0.4, 0.2, -0.1], [0.2, -0.1, 0.1], [0.1, 0.0, -0.1], [-0.1, 0.0, 0.1], [-0.1, 0.3, 0.1], [-0.7, -0.3, 0.0], [0.4, 0.8, -0.4], [-0.1, -0.6, 0.1], [0.0, 0.3, -0.1], [0.1, 0.2, 0.0], [-0.2, -0.2, 0.1], [0.0, -0.2, 0.1], [0.0, -0.1, -0.1], [-0.3, -0.1, 0.1], [0.1, 0.0, 0.0], [0.1, 0.1, 0.0], [-0.5, -0.5, 0.1], [-0.1, -0.1, -0.8], [0.2, 0.1, 0.3], [-0.1, -0.1, -0.2], [0.0, -0.1, 0.0], [0.0, 0.1, 0.0], [-0.1, 0.1, 0.3], [0.4, 0.7, 0.1], [0.0, -0.6, 0.4], [0.2, 0.0, -0.8], [0.0, 0.0, 0.3], [-0.1, -0.1, 0.2], [0.1, 0.1, -0.1], [0.0, 0.1, -0.1], [0.1, 0.0, -0.1], [0.1, 0.3, 0.0], [0.0, -0.1, 0.0], [0.0, -0.1, -0.1], [-0.2, -0.1, 0.6], [-0.7, -0.2, -0.2], [0.4, 0.1, -0.1], [-0.2, 0.0, 0.1], [0.0, -0.1, 0.1], [0.1, 0.1, -0.1], [0.2, 0.2, 0.2], [0.3, 0.2, -0.7], [0.3, -0.3, 0.7], [-0.3, -0.1, -0.5], [0.2, 0.0, 0.1], [0.0, 0.0, 0.2], [0.0, 0.0, -0.2], [-0.1, 0.1, -0.1], [0.0, -0.1, -0.1], [0.1, 0.2, -0.2], [-0.1, 0.0, 0.0], [0.0, 0.0, 0.1]]}